91
Properties=species:S:1:pos:R:3 method="wB97M-V/def2-TZVPD" energy_ha=-2332.06036 gap_ev=6.722 largest_force_ev_per_a=3.6
C 6.821 3.392 3.467
C 6.418 4.156 2.123
C 7.655 4.271 1.149
C 7.328 3.785 -0.331
C 7.599 2.257 -0.548
C 6.649 1.316 0.317
C 7.142 -0.151 0.083
C 6.421 -1.235 0.953
C 4.870 -1.374 0.710
C 4.415 -1.366 -0.795
C 3.955 -2.765 -1.352
C 2.732 -3.396 -0.594
C 1.498 -2.428 -0.432
C 0.921 -2.157 -1.895
C -0.657 -2.079 -1.823
C -1.050 -0.632 -1.308
C -1.607 -0.794 0.180
C -3.159 -1.139 0.097
C -3.728 -1.025 1.566
N -3.599 -2.196 2.474
C -4.438 -2.023 3.446
C -5.313 -0.722 3.303
C -5.058 -0.201 1.825
Cl -4.395 1.522 1.737
O -6.079 -0.316 0.896
C -7.306 0.263 1.394
C -8.323 0.634 0.267
C -9.728 0.813 0.999
C -7.947 1.963 -0.507
C -7.033 1.683 -1.769
C -9.257 2.666 -1.081
H 7.638 2.681 3.193
H 7.130 4.084 4.282
H 5.926 2.786 3.762
H 5.971 5.152 2.364
H 5.649 3.513 1.631
H 7.893 5.367 1.057
H 8.581 3.765 1.512
H 6.283 4.049 -0.637
H 8.022 4.380 -0.986
H 7.481 1.968 -1.628
H 8.649 2.005 -0.234
H 5.572 1.484 0.063
H 6.805 1.614 1.384
H 8.229 -0.174 0.375
H 7.122 -0.423 -1.004
H 6.553 -0.925 2.029
H 6.896 -2.248 0.887
H 4.576 -2.380 1.124
H 4.300 -0.634 1.334
H 5.153 -0.943 -1.513
H 3.510 -0.697 -0.856
H 4.804 -3.497 -1.363
H 3.670 -2.598 -2.425
H 2.370 -4.278 -1.185
H 3.013 -3.768 0.426
H 0.744 -2.962 0.213
H 1.787 -1.488 0.098
H 1.363 -1.208 -2.285
H 1.170 -3.044 -2.519
H -0.985 -2.825 -1.049
H -1.159 -2.312 -2.789
H -1.872 -0.159 -1.891
H -0.160 0.042 -1.205
H -1.127 -1.639 0.729
H -1.420 0.183 0.694
H -3.247 -2.185 -0.302
H -3.661 -0.436 -0.607
H -2.975 -0.328 2.026
H -2.930 -2.954 2.349
H -4.541 -2.728 4.298
H -6.342 -1.175 3.412
H -5.264 0.009 4.143
H -7.107 1.135 2.078
H -7.811 -0.511 2.042
H -8.417 -0.247 -0.416
H -10.574 0.595 0.313
H -9.812 0.096 1.862
H -9.800 1.830 1.464
H -7.443 2.713 0.158
H -7.576 1.011 -2.487
H -6.916 2.657 -2.309
H -6.042 1.253 -1.498
H -9.006 3.300 -1.969
H -9.729 3.273 -0.267
H -9.961 1.878 -1.460
F -0.842 -3.457 -5.277
Al 0.654 -3.357 -6.199
F 1.845 -2.466 -5.261
F 0.357 -2.524 -7.713
F 1.253 -4.974 -6.520